*a*
C19H26N2O3 | ωB97M-V with the def2-TZVPD basis set

Properties
**HOMO-LUMO gap**: 9.6 eV
**SMILES**: CCCO[C@@H]1CCCN(C(=O)c2ccc3oc(C(C)C)nc3c2)C1
**LUMO energy**: 0.7669 eV
**E_HOMO**: -8.864 eV

ORCA input file:
```
! wB97M-V def2-TZVPD RIJCOSX def2/J DEFGRID3
* xyz 0 1
C 2.4932 -3.1268 5.5691
C 2.8556 -3.0737 4.0905
C 1.9280 -3.9634 3.2567
O 0.5735 -3.5602 3.3196
C 0.2075 -2.5084 2.4514
C -0.9751 -1.7614 3.0720
C -1.4761 -0.6770 2.1226
C -1.8282 -1.2829 0.7612
N -0.6845 -1.9829 0.2249
C 0.1221 -1.5135 -0.7582
O 1.2080 -2.0047 -1.0052
C -0.4252 -0.3822 -1.5778
C -1.5134 -0.6189 -2.4280
C -2.0095 0.3602 -3.2678
C -1.3800 1.5893 -3.2206
O -1.6324 2.7322 -3.9081
C -0.6985 3.6131 -3.4601
C -0.6715 4.9805 -4.0484
C 0.4394 5.0428 -5.1027
C -0.4413 6.0198 -2.9532
N 0.1063 3.1479 -2.5681
C -0.2820 1.8427 -2.3727
C 0.2140 0.8456 -1.5459
C -0.2107 -3.0539 1.0724
H 2.6486 -4.1289 5.9620
H 1.4457 -2.8672 5.7007
H 3.1031 -2.4312 6.1407
H 3.8824 -3.4111 3.9398
H 2.7873 -2.0437 3.7339
H 1.9381 -4.9804 3.6586
H 2.2742 -3.9945 2.2162
H 1.0451 -1.8104 2.3084
H -1.7668 -2.4855 3.2732
H -0.6696 -1.3268 4.0246
H -2.3551 -0.1864 2.5422
H -0.6982 0.0771 1.9827
H -2.6481 -2.0009 0.8791
H -2.1410 -0.5023 0.0674
H -1.9656 -1.5994 -2.4311
H -2.8409 0.1767 -3.9289
H -1.6375 5.1513 -4.5349
H 0.4648 6.0306 -5.5559
H 0.2700 4.3056 -5.8842
H 1.4006 4.8428 -4.6363
H -0.3814 7.0137 -3.3892
H -1.2539 6.0032 -2.2311
H 0.4864 5.8006 -2.4327
H 1.0657 1.0205 -0.9094
H -1.0086 -3.7907 1.2092
H 0.6355 -3.5272 0.5715
*
```

---

*b*
C19H26N2O3 | ωB97M-V with the def2-TZVPD basis set

Properties
**HOMO-LUMO gap**: 9.3 eV
**SMILES**: COCCN1Cc2cccc(C(=O)NC3CCCCCC3)c2C1=O
**LUMO energy**: 0.3518 eV
**E_HOMO**: -8.911 eV

ORCA input file:
```
! wB97M-V def2-TZVPD RIJCOSX def2/J DEFGRID3
* xyz 0 1
C -4.1382 2.4867 -4.7189
O -3.0883 1.5958 -4.4322
C -3.2823 0.8065 -3.2810
C -2.9897 1.5391 -1.9607
N -1.5904 1.8209 -1.7990
C -0.8900 2.7761 -2.6165
C 0.5173 2.6385 -2.1350
C 1.6250 3.3394 -2.5628
C 2.8437 3.0547 -1.9678
C 2.9226 2.0973 -0.9742
C 1.8150 1.3744 -0.5281
C 2.1291 0.3919 0.5738
O 3.2513 0.3659 1.0588
N 1.1451 -0.4287 0.9550
C 1.3086 -1.3991 2.0194
C 0.4044 -0.9863 3.1886
C 0.1075 -2.0864 4.2099
C 1.2960 -2.9919 4.5401
C 1.3933 -4.2006 3.6096
C 1.8603 -3.8760 2.1931
C 1.0298 -2.8085 1.4828
C 0.5847 1.6583 -1.1344
C -0.7895 1.1297 -0.9567
O -1.2075 0.2491 -0.2142
H -4.2368 3.2703 -3.9593
H -5.0935 1.9556 -4.8038
H -3.8952 2.9472 -5.6745
H -4.3100 0.4185 -3.2546
H -2.5893 -0.0332 -3.3812
H -3.2817 0.8947 -1.1278
H -3.5569 2.4742 -1.9099
H -0.9973 2.5300 -3.6792
H -1.2824 3.7886 -2.4594
H 1.5396 4.0865 -3.3374
H 3.7330 3.5825 -2.2771
H 3.8674 1.8775 -0.4991
H 0.2062 -0.3307 0.5699
H 2.3601 -1.3367 2.3185
H 0.8783 -0.1403 3.6916
H -0.5444 -0.6314 2.7769
H -0.7142 -2.7098 3.8520
H -0.2402 -1.6000 5.1244
H 2.2236 -2.4197 4.5101
H 1.1751 -3.3660 5.5601
H 0.4145 -4.6854 3.5638
H 2.0927 -4.9223 4.0400
H 2.9008 -3.5443 2.2227
H 1.8281 -4.7974 1.6056
H 1.2986 -2.8177 0.4235
H -0.0339 -3.0377 1.5548
*
```

---

Stability verdict: *b*, ahead by 0.0152 hartree

---

*a*
C6H15B | ωB97M-V with the def2-TZVPD basis set

Properties
**HOMO-LUMO gap**: 9.5 eV
**LUMO energy**: 0.5535 eV
**E_HOMO**: -8.899 eV

ORCA input file:
```
! wB97M-V def2-TZVPD RIJCOSX def2/J DEFGRID3
* xyz 0 1
B 0.1819 -0.4220 0.3321
C -1.5058 -0.1552 -1.5085
C -0.3716 -2.2813 -1.4498
C 0.2642 1.1488 2.2468
C 1.7248 1.7358 0.3234
C -0.7882 -1.1137 -0.5469
C 0.3968 1.0177 0.7522
H 1.2624 -1.6392 1.2787
H -2.5628 -0.3328 -1.6928
H -1.0741 -0.0497 -2.5006
H -1.5247 0.9005 -1.1689
H 0.3220 -2.0116 -2.3285
H 0.0046 -3.2978 -1.1587
H -1.3038 -2.6462 -1.8214
H 1.2158 0.6575 2.6211
H -0.6415 0.6762 2.7548
H 0.2656 2.1378 2.5132
H 1.5525 2.7594 0.4525
H 2.4113 1.3480 1.0590
H 2.0790 1.4406 -0.7141
H -1.4208 -1.6233 0.1082
H -0.4880 1.7505 0.4483
*
```

---

*b*
C6H15B | ωB97M-V with the def2-TZVPD basis set

Properties
**HOMO-LUMO gap**: 8.8 eV
**SMILES**: C=C(C)C(C)C.B
**LUMO energy**: -0.0725 eV
**E_HOMO**: -8.913 eV

ORCA input file:
```
! wB97M-V def2-TZVPD RIJCOSX def2/J DEFGRID3
* xyz 0 1
C -1.7659 0.8003 -0.2807
C -0.5129 0.5325 0.1853
C 0.4012 1.7324 0.1743
C -0.1132 -0.7805 0.6509
C -0.4973 -0.8436 2.1263
C -0.8023 -1.8842 -0.2064
H -2.1650 1.8910 -0.4224
H -2.5602 0.0792 -0.5032
H 0.6075 2.2493 -0.7430
H 1.3891 1.4503 0.5684
H 0.0728 2.5348 0.8344
H 0.9384 -0.9393 0.4483
H -0.1754 -0.0064 2.6945
H -1.5754 -0.8706 2.1601
H -0.0464 -1.6991 2.6759
H -1.8033 -1.8783 0.1127
H -0.5533 -1.5967 -1.2403
H -0.3034 -2.7533 0.0856
B 2.3786 0.3972 -2.3116
H 2.1926 -0.2320 -1.4323
H 3.5458 0.6792 -2.4806
H 1.3629 0.8095 -2.7416
*
```

---

*c*
C6H15B | ωB97M-V with the def2-TZVPD basis set

Properties
**HOMO-LUMO gap**: 10.1 eV
**SMILES**: CCB(CC)CC
**LUMO energy**: 0.5129 eV
**E_HOMO**: -9.626 eV

ORCA input file:
```
! wB97M-V def2-TZVPD RIJCOSX def2/J DEFGRID3
* xyz 0 1
C 0.1355 -0.6456 2.6500
C 0.5823 -0.1028 1.2849
B -0.5660 0.0998 0.2910
C -0.6485 1.5097 -0.4085
C 0.5101 1.9456 -1.3078
C -0.9435 -1.1062 -0.6184
C 0.1801 -1.5793 -1.4972
H 0.9581 -1.0497 3.2598
H -0.4517 0.0713 3.2087
H -0.5179 -1.5015 2.4829
H 1.2875 -0.7907 0.7752
H 1.0546 0.8704 1.3779
H -1.6276 1.6233 -0.8720
H -0.6732 2.1421 0.4777
H 1.4868 1.9803 -0.8378
H 0.5925 1.3637 -2.2283
H 0.3582 2.9683 -1.6878
H -1.7945 -0.7793 -1.1772
H -1.3308 -1.9097 0.0337
H -0.0919 -2.4485 -2.1100
H 1.0476 -1.8541 -0.8924
H 0.4526 -0.8072 -2.2045
*
```

---

Stability verdict: *c*, ahead by 0.0897 hartree